1.
19
Properties=species:S:1:pos:R:3 method="wB97M-V/def2-TZVPD" e_tot_ha=-2261.8992 de_lowest_ev=2.941 total_charge=+4 spin_multiplicity=6 s2=8.7634 homo_ev="-22.6 / -22.6"
La 4.16522 -1.24028 -0.79644
Sm -0.77179 -0.49736 -0.42079
Cl 2.96004 1.00780 -1.37466
Cl -0.43166 -2.78364 0.45427
C -1.55165 0.05699 -3.02783
C 5.62178 0.43531 -1.41460
C 4.40305 -1.10621 -3.06716
O -1.97665 0.24802 -4.07961
O 5.97300 1.41173 -1.92932
O 4.43965 -0.64757 -4.13435
N -3.77105 -0.80274 2.40859
N -3.01446 0.28672 2.06541
N -2.41886 1.09855 3.03287
C -1.28898 1.43655 2.44590
N -1.04199 0.78536 1.27436
N -2.13757 -0.03497 1.13197
H -4.07069 -1.22353 1.54282
H -4.50758 -0.56425 3.04360
H -0.57981 2.13351 2.84496

2.
13
Properties=species:S:1:pos:R:3 method="wB97M-V/def2-TZVPD" e_tot_ha=-1641.7073 de_lowest_ev=0.131 homo_ev=-9.6 smiles="O=C1OC=C[C@@H]1OP(Cl)Cl"
O 0.06168 -2.53267 0.82057
C 0.57667 -1.54450 0.38170
O 1.97633 -1.25108 0.29900
C 2.11110 -0.04606 -0.23597
C 1.01450 0.67565 -0.46690
C -0.17980 -0.19424 -0.07781
O -0.86282 0.30682 1.01655
P -2.48729 0.77915 0.92981
Cl -3.16822 -0.28353 -0.58306
Cl -2.30211 2.62713 0.12430
H 3.21353 0.03938 -0.46700
H 0.93278 1.73289 -0.75762
H -0.88634 -0.30893 -0.98356

3.
11
Properties=species:S:1:pos:R:3 method="wB97M-V/def2-TZVPD" e_tot_ha=-1814.0365 de_lowest_ev=3.661 homo_ev="-9.2 / -8.2"
C 1.92567 0.56892 -0.03486
C 0.72739 0.58500 0.66189
C 1.91586 -0.20171 -1.13953
C -0.19706 -0.19720 0.03198
P -3.65672 0.23779 0.13372
S 0.29467 -0.63262 -1.61540
Cl -3.67314 -0.04011 2.09528
Cl -3.61065 -1.63372 -0.59983
H 2.83365 0.71746 0.52040
H 0.68316 0.98738 1.70824
H 2.75717 -0.39119 -1.76189

4.
15
Properties=species:S:1:pos:R:3 method="wB97M-V/def2-TZVPD" e_tot_ha=-2192.9242 de_lowest_ev=0.467 homo_ev=-9.2 smiles="Cc1nnc(SCl)o1.O=C(Cl)Cl"
C 0.02613 -0.15428 -0.05400
C -1.28195 0.43596 -0.14888
N -2.41236 0.10466 -0.74615
N -3.34823 0.93337 -0.15260
C -2.78037 1.72578 0.64426
S -3.58714 2.89683 1.63773
Cl -5.06281 3.36924 0.35356
O -1.45726 1.53101 0.64835
H 0.51362 -0.08667 -0.99560
H 0.57150 0.48650 0.59412
H 0.28729 -1.00922 0.52422
O -4.93055 0.61906 2.67231
C -4.70551 -0.35620 2.04553
Cl -3.28270 -1.42106 2.15360
Cl -5.78530 -0.94215 0.80224

5.
11
Properties=species:S:1:pos:R:3 method="wB97M-V/def2-TZVPD" e_tot_ha=-1212.2658 de_lowest_ev=0.277 homo_ev=-9.5
F -1.70291 0.77708 -1.10222
C -1.16871 -0.44718 -1.28129
C -0.00706 -0.88239 -0.66020
C 0.86442 -0.35425 0.37987
S 2.21112 -1.18553 0.75866
C 0.40177 0.81114 1.19188
F -0.96415 0.89977 1.46407
Cl 0.81994 2.33784 0.24332
H -1.68062 -1.01202 -2.11533
H 0.21245 -1.94017 -0.98285
H 1.01375 0.99571 2.10409

6.
15
Properties=species:S:1:pos:R:3 method="wB97M-V/def2-TZVPD" e_tot_ha=-1083.6840 total_charge=-1 homo_ev=-4.3
C -0.07719 -0.82918 0.57628
H -0.31233 -0.98290 -1.58253
Cl 0.26311 -2.68804 0.29573
C -0.15937 -0.17952 -0.84690
C -1.37954 -0.83930 1.25059
N -2.39469 -1.05190 1.75527
C 1.01152 -0.41774 1.46894
N 1.94817 -0.35215 2.14108
N 1.29745 0.28949 -1.25875
O 1.40694 1.40362 -1.70945
O 2.18474 -0.53281 -1.19059
N -1.13052 0.79730 -0.93250
H -1.13000 1.28352 -1.81845
H -1.07461 1.39782 -0.06438
F -0.45367 2.70181 1.91566

7.
11
Properties=species:S:1:pos:R:3 method="wB97M-V/def2-TZVPD" e_tot_ha=-1364.9579 de_lowest_ev=1.991 homo_ev=-8.5 smiles=CC#CSI.N#CCl
C -0.09807 -0.14904 0.01666
C 0.29522 -1.27828 -0.79157
C 0.60577 -2.25438 -1.42593
S 0.96801 -3.61771 -2.33636
I 3.34610 -3.47559 -2.57063
H -1.07517 -0.35663 0.45576
H 0.62518 -0.00296 0.81678
H -0.15461 0.75764 -0.58254
N 3.23510 0.13970 -1.54098
C 2.47202 0.31082 -2.37614
Cl 1.40548 0.56622 -3.55789

8.
11
Properties=species:S:1:pos:R:3 method="wB97M-V/def2-TZVPD" e_tot_ha=-799.0693 de_lowest_ev=2.933 homo_ev=-10.7 smiles="N#C[C@]1(Cl)C=NOC1"
N -0.85067 2.64867 0.03168
C -0.72221 1.50931 0.02072
C -0.52908 0.07150 0.03537
Cl -2.10369 -0.84119 0.11381
C 0.32123 -0.22790 1.25170
N 1.55018 -0.33231 0.91801
O 1.68432 -0.22880 -0.46677
C 0.38947 -0.50299 -1.03320
H -0.13399 -0.39574 2.14649
H 0.25855 -0.12647 -2.02120
H 0.13589 -1.57408 -0.99659

9.
13
Properties=species:S:1:pos:R:3 method="wB97M-V/def2-TZVPD" e_tot_ha=-1272.4603 de_lowest_ev=0.508 homo_ev=-10.0
C -0.62564 0.23874 -0.10690
C 0.42031 -0.64198 -0.03023
C -1.87957 -0.56399 -0.08572
C 1.85945 -0.27063 0.15666
N 0.19815 -1.88941 -0.10477
N -0.56471 1.65996 -0.20642
O 0.32499 2.26118 0.31383
O -1.50925 2.13084 -0.87183
S -1.42453 -2.22389 -0.19142
Cl -3.37619 0.07587 0.20147
H 2.28838 -1.22014 0.45602
H 2.40967 0.22613 -0.61443
H 1.87893 0.21732 1.08374

10.
10
Properties=species:S:1:pos:R:3 method="wB97M-V/def2-TZVPD" e_tot_ha=-1066.9737 de_lowest_ev=0.000 total_charge=+1 homo_ev=-14.4
C -0.03300 0.97430 -0.02708
C -1.38873 0.91596 0.01744
C 1.77169 -0.91515 0.18474
C -0.47207 -1.28381 -0.07678
N 0.48922 -0.35326 0.01970
S -2.01697 -0.68872 0.01253
Cl 2.91582 0.24815 -0.01572
H 0.74791 1.67980 -0.04364
H -1.95061 1.75821 0.08251
H -0.06326 -2.33547 -0.15370

11.
9
Properties=species:S:1:pos:R:3 method="wB97M-V/def2-TZVPD" e_tot_ha=-689.4483 de_lowest_ev=4.805 homo_ev=-8.2 smiles="C=CC1=C(Cl)O1"
C -0.05985 -0.72423 0.47402
C 0.60900 0.36161 0.16261
C 2.16194 0.33525 -0.37896
C 3.41412 0.20244 -0.13976
Cl 4.82538 -0.54483 0.14553
O 3.15394 1.53983 -0.56093
H -1.03900 -0.86045 0.65904
H 0.42001 -1.67911 0.47495
H 0.20923 1.42552 0.18076

12.
10
Properties=species:S:1:pos:R:3 method="wB97M-V/def2-TZVPD" e_tot_ha=-764.8092 de_lowest_ev=1.897 homo_ev=-7.8 smiles=Oc1ccc(Cl)o1
O 2.05336 0.45098 -1.68709
C 1.21006 -0.00746 -0.80587
C 1.40908 -1.00454 0.16992
C 0.34596 -0.92349 0.98714
C -0.61969 -0.16009 0.32210
Cl -2.09826 0.51063 0.90605
O -0.07798 0.34705 -0.89962
H 3.00618 0.30005 -1.12523
H 2.47586 -1.39664 0.33845
H 0.31285 -1.39492 2.03788

13.
10
Properties=species:S:1:pos:R:3 method="wB97M-V/def2-TZVPD" e_tot_ha=-1280.9836 de_lowest_ev=0.300 total_charge=+1 spin_multiplicity=6 s2=8.7930 homo_ev="-11.5 / -13.4"
O -0.96232 -0.35195 0.45909
C -1.96277 -0.45902 1.35342
Li 0.41731 0.87782 0.84318
Cr -0.70604 -1.22983 -1.16539
H -1.88467 0.09846 2.29188
H -2.93093 -0.82787 1.00428
C 1.12775 -0.70100 -2.14487
C 1.59671 0.30914 -1.52056
C 2.10319 1.06006 -0.53660
H 3.20176 1.22419 -0.58443

14.
13
Properties=species:S:1:pos:R:3 method="wB97M-V/def2-TZVPD" e_tot_ha=-2170.7662 de_lowest_ev=2.413 homo_ev="-8.1 / -8.1"
C -0.83496 -1.12978 -0.61581
C 0.45190 -0.85827 -0.40572
O 0.73716 0.37303 0.18508
C 1.63711 0.47275 1.16983
O 1.83062 -0.30440 2.06277
O 2.09890 1.71247 1.08750
H -1.14385 -2.13353 -0.30968
H 1.32532 -1.48136 -0.59463
H 2.51812 1.97518 1.91778
O -2.68678 -0.77166 -2.54794
O -2.26719 0.88125 -1.06505
C -2.08303 -0.17147 -1.69066
Cu -1.58331 1.43579 0.80652

15.
12
Properties=species:S:1:pos:R:3 method="wB97M-V/def2-TZVPD" e_tot_ha=-1164.2427 total_charge=+3 spin_multiplicity=8 s2=15.7582 homo_ev="-23.9 / -23.9"
O 2.59482 -0.78932 -0.59314
C 2.44009 -1.80041 -1.09214
Eu 2.94438 1.38120 0.53691
C 0.59426 0.22414 4.95557
C 0.87666 0.45901 3.53148
O 1.73774 -0.32527 3.08712
C 2.05020 -1.37308 4.23803
O 1.35818 -0.94224 5.24130
O 2.78722 -2.25532 4.05562
H -0.47916 0.04198 5.12682
H 0.93639 1.07169 5.57431
H 0.37907 1.17914 2.87474